[1]
C36H98NO14V as an isolated structure in a non-equilibrium geometry, computed with the ωB97M-V functional and the def2-TZVPD basis.

Cartesian coordinates (Å):
V  -0.7479  2.5487  3.7029
C  -1.4545  -0.1272  -0.7432
C  -0.4295  -0.6070  0.3860
C  0.5259  -1.7631  -0.2153
C  1.5066  -1.1610  -1.1713
C  2.4284  -0.2254  -0.4954
C  1.6960  0.9277  0.1808
N  0.4795  0.5078  0.8979
O  -0.0359  1.4862  1.8249
C  1.2491  1.9755  -0.8397
C  2.8173  1.6585  1.0777
C  -1.2663  -1.3106  1.4517
H  -2.1280  -0.8933  -1.1275
H  -1.0451  0.2968  -1.6602
H  -2.1952  0.6036  -0.4184
H  -0.0989  -2.4202  -0.8200
H  0.9824  -2.4726  0.4749
H  0.9608  -0.6836  -1.9851
H  2.0065  -2.0399  -1.5785
H  3.1116  0.1913  -1.2355
H  3.0200  -0.7423  0.2601
H  0.4506  2.6264  -0.4838
H  0.8699  1.4521  -1.7175
H  2.1131  2.5582  -1.1591
H  3.7749  1.7904  0.5741
H  2.8619  1.2285  2.0783
H  2.4013  2.6531  1.2382
H  -1.5705  -2.3186  1.1696
H  -2.1206  -0.7650  1.8524
H  -0.7307  -1.4673  2.3881
C  3.9595  -1.0528  3.2859
C  2.7024  -1.8899  3.1134
C  2.8098  -3.1048  4.0314
O  1.6303  -1.1303  3.4986
H  4.0700  -0.3472  4.1094
H  4.1035  -0.5575  2.3257
H  4.7968  -1.7507  3.2920
H  2.4922  -2.2087  2.0925
H  3.0993  -2.8409  5.0486
H  3.5838  -3.7148  3.5656
H  1.9545  -3.7581  3.8591
H  1.1905  -0.8926  2.6790
C  3.1926  2.4019  -4.0239
C  4.3638  1.7947  -4.7883
C  4.5329  0.3461  -4.2759
O  4.0077  1.7391  -6.1415
H  3.1703  3.4912  -4.0538
H  3.2572  2.1664  -2.9616
H  2.2525  1.9808  -4.3805
H  5.2243  2.4358  -4.5966
H  3.6962  -0.3471  -4.3625
H  4.5780  0.4277  -3.1899
H  5.4853  -0.0404  -4.6385
H  4.3599  2.5319  -6.5527
C  5.9791  -2.2648  0.1061
C  6.4679  -3.5408  0.8545
C  7.4814  -3.0955  1.9296
O  5.3130  -4.1311  1.4678
H  5.0124  -2.4180  -0.3736
H  6.7034  -1.8563  -0.5986
H  5.7837  -1.4956  0.8532
H  6.8780  -4.2386  0.1245
H  8.3301  -2.6029  1.4552
H  7.7090  -4.0023  2.4899
H  6.9798  -2.3105  2.4955
H  4.6212  -4.3302  0.8326
C  -4.0348  2.6764  1.2638
C  -3.0610  3.8066  1.5075
C  -3.7235  5.1537  1.3289
O  -2.4826  3.6223  2.7295
H  -3.7031  1.7241  1.6775
H  -4.2543  2.7224  0.1971
H  -4.9613  2.8718  1.8038
H  -2.1866  3.6860  0.8679
H  -4.1225  5.1343  0.3147
H  -3.0741  6.0196  1.4579
H  -4.6557  5.3310  1.8653
H  -3.1574  3.8916  3.3571
C  -0.1415  3.8796  -3.9595
C  -0.7859  3.7175  -5.3200
C  0.2346  3.3483  -6.4301
O  -1.6950  2.6263  -5.3689
H  -0.3758  3.1057  -3.2285
H  -0.5102  4.7345  -3.3926
H  0.9439  3.8821  -4.0597
H  -1.2448  4.6463  -5.6589
H  0.7567  2.3972  -6.3257
H  0.9065  4.2038  -6.4989
H  -0.2406  3.4431  -7.4065
H  -1.1507  1.8437  -5.2553
C  -6.7362  -1.2029  -0.6904
C  -6.2484  -2.6122  -0.4636
C  -4.8644  -2.8198  -0.8713
O  -6.4209  -2.9907  0.8829
H  -6.9722  -1.1419  -1.7528
H  -5.9349  -0.5531  -0.3385
H  -7.6475  -1.0044  -0.1261
H  -6.7890  -3.3031  -1.1105
H  -4.6049  -3.8780  -0.8999
H  -4.1271  -2.3549  -0.2168
H  -4.5782  -2.5586  -1.8901
H  -7.3146  -3.2605  1.1067
C  -6.0750  -3.2456  4.3515
C  -4.5737  -2.9582  4.1048
C  -3.6681  -4.1352  3.6381
O  -4.5494  -2.1077  3.0326
H  -6.6015  -2.4268  4.8419
H  -6.2518  -4.0854  5.0234
H  -6.6630  -3.5441  3.4836
H  -4.1063  -2.3783  4.9006
H  -4.0043  -4.6128  2.7178
H  -3.6165  -4.9066  4.4065
H  -2.6452  -3.7845  3.5014
H  -5.0871  -2.5660  2.3827
C  6.1863  1.9843  2.7727
O  7.1518  1.7514  3.7546
H  5.3411  2.6252  3.0236
H  6.6824  2.1470  1.8159
H  5.7261  1.0069  2.6273
H  7.8104  1.1573  3.3871
C  -2.0239  -0.3461  4.7697
O  -2.3759  0.9317  4.0663
H  -2.3528  -1.1672  4.1328
H  -0.9657  -0.4521  5.0083
H  -2.5668  -0.4061  5.7131
H  -3.3358  0.9238  4.0556
C  -1.8020  -5.3701  -1.5552
O  -1.5903  -6.7563  -1.3636
H  -2.1524  -5.1250  -2.5579
H  -2.5164  -4.9725  -0.8343
H  -0.8399  -4.8910  -1.3740
H  -2.4368  -7.1831  -1.2124
C  0.1259  -0.2694  -4.8542
O  -1.1148  -0.2682  -5.5643
H  0.9330  0.2514  -5.3693
H  -0.0606  0.2919  -3.9385
H  0.5499  -1.2496  -4.6363
H  -1.5445  -1.1149  -5.4228
C  0.5899  5.0200  1.8101
O  0.5151  4.2618  3.0780
H  1.5307  4.8709  1.2803
H  -0.2927  4.7757  1.2189
H  0.2703  6.0507  1.9642
H  1.2249  4.6011  3.6282
C  -3.5765  2.1538  -2.5986
O  -3.7426  3.1527  -3.5927
H  -3.8570  1.1480  -2.9114
H  -2.5536  2.1672  -2.2223
H  -4.1681  2.4066  -1.7188
H  -3.1738  2.9543  -4.3402

Calculated values
Molar mass = 820.12 Da
Gap between HOMO and LUMO (alpha / beta) = 0.1800 / 0.2251 Eh
Lowest unoccupied orbital energy (alpha / beta) = 0.010 / 0.010 Eh
Maximum force = 3.305 eV/Å
HOMO level (alpha / beta) = -4.63 / -5.85 eV
2S+1 = 5

Mulliken population analysis, charges in e, atoms 1 to 8: atom 1 (V): 0.27, atom 2 (C): -0.75, atom 3 (C): 2.86, atom 4 (C): -1.33, atom 5 (C): 0.36, atom 6 (C): 0.35, atom 7 (C): 2.31, atom 8 (N): -0.13

---

[2]
C36H99AsF6N9O9Sr as an isolated structure in a non-equilibrium geometry, computed with the ωB97M-V functional and the def2-TZVPD basis.

Cartesian coordinates (Å):
Sr  -8.9985  -9.7048  25.4510
As  -6.7700  -9.7003  21.7947
F  -8.2350  -8.7683  21.2414
F  -7.6910  -11.2529  21.6596
F  -5.2836  -10.5584  22.3348
F  -5.8731  -8.1318  21.8991
F  -7.2945  -9.5872  23.6208
F  -6.3490  -9.8232  20.0863
C  -3.2683  -6.3525  24.9773
C  -3.6830  -5.3900  23.8683
C  -2.6802  -4.1440  23.7809
O  -2.6368  -3.3231  24.9533
C  -1.4538  -2.4906  25.0679
N  -3.7231  -6.1139  22.6313
H  -2.2171  -6.6055  24.8392
H  -3.9358  -7.1631  25.2700
H  -3.2096  -5.7199  25.8629
H  -4.6821  -5.0175  24.0942
H  -2.9116  -3.5212  22.9168
H  -1.6813  -4.5803  23.7781
H  -1.5734  -1.7434  24.2835
H  -0.5221  -3.0141  24.8534
H  -1.4193  -2.0554  26.0667
H  -4.0534  -5.5044  21.8968
H  -4.3375  -6.9044  22.7643
C  -8.1809  -16.4464  23.5728
C  -7.5350  -15.1186  24.0386
C  -6.6629  -14.5333  22.9682
O  -5.3674  -14.6456  23.4731
C  -4.3029  -14.4953  22.5100
N  -8.6624  -14.2972  24.3366
H  -8.8067  -16.3425  22.6864
H  -8.7973  -16.9199  24.3370
H  -7.4200  -17.1021  23.1496
H  -6.9948  -15.2593  24.9748
H  -6.8468  -13.4696  22.8174
H  -6.7327  -14.9715  21.9726
H  -3.4429  -14.9640  22.9883
H  -4.0624  -13.4590  22.2726
H  -4.5331  -15.0983  21.6316
H  -9.2508  -14.2976  23.5156
H  -9.2535  -14.8487  24.9421
C  -6.8867  -7.1332  16.3740
C  -6.2275  -6.8047  17.6311
C  -6.0613  -5.3571  17.9156
O  -5.3086  -5.3281  19.0861
C  -5.0113  -4.0569  19.4981
N  -7.0532  -7.4995  18.5891
H  -7.8096  -6.6067  16.1304
H  -6.9837  -8.2122  16.2537
H  -6.1685  -6.9031  15.5870
H  -5.2102  -7.1839  17.7289
H  -6.9731  -4.7702  18.0263
H  -5.4722  -4.8523  17.1499
H  -5.8458  -3.5839  20.0156
H  -4.8549  -3.3954  18.6460
H  -4.1490  -4.0441  20.1648
H  -6.5699  -8.3534  18.8286
H  -7.0704  -7.0844  19.5097
C  -6.5309  -12.9633  27.4495
C  -7.0557  -11.6254  27.0376
C  -6.2430  -10.3642  27.3162
O  -6.9225  -9.2469  26.8489
C  -6.2463  -8.0316  27.1766
N  -7.3358  -11.7115  25.6606
H  -6.1407  -13.0690  28.4617
H  -5.6005  -13.2804  26.9784
H  -7.0625  -13.8726  27.1689
H  -8.0084  -11.5956  27.5663
H  -5.3342  -10.4585  26.7220
H  -6.0197  -10.2428  28.3762
H  -6.6767  -7.2802  26.5146
H  -5.1619  -8.0218  27.0662
H  -6.5438  -7.7020  28.1721
H  -6.4232  -11.8224  25.2423
H  -7.6580  -12.6481  25.4631
C  -11.0410  -9.9705  21.9644
C  -10.9558  -11.3211  22.5814
C  -10.8037  -12.4431  21.5323
O  -10.6990  -13.6711  22.3040
C  -10.9787  -14.7448  21.4423
N  -9.8521  -11.3763  23.5153
H  -10.5729  -9.9496  20.9802
H  -10.6641  -9.1717  22.6030
H  -12.1017  -9.7344  21.8793
H  -11.8210  -11.3939  23.2403
H  -9.8882  -12.3085  20.9561
H  -11.5986  -12.3536  20.7919
H  -11.0912  -15.6828  21.9860
H  -10.1551  -15.0079  20.7786
H  -11.8462  -14.6458  20.7897
H  -8.9540  -11.3499  23.0541
H  -9.9991  -12.3568  23.7080
C  -9.9891  -5.5954  23.3473
C  -8.7196  -6.3187  23.8228
C  -7.5254  -5.3093  24.0652
O  -7.8647  -4.5440  25.2105
C  -6.6545  -4.1241  26.0190
N  -8.9653  -7.1387  24.9062
H  -10.3090  -4.8094  24.0313
H  -10.7776  -6.2067  22.9083
H  -9.6024  -5.0871  22.4639
H  -8.3825  -6.9169  22.9762
H  -7.2514  -4.6307  23.2574
H  -6.6783  -5.9518  24.3054
H  -6.9462  -3.2557  26.6096
H  -5.8309  -3.6740  25.4647
H  -6.4027  -4.9612  26.6702
H  -9.9707  -7.2030  24.8345
H  -8.6699  -6.4907  25.6223
C  -9.1514  -10.2652  18.0605
C  -9.0603  -11.2159  16.7943
C  -9.4289  -12.7261  17.0258
O  -8.3101  -13.6922  17.0328
C  -7.2101  -13.3169  17.7862
N  -10.0668  -10.7404  15.8498
H  -10.1821  -10.2388  18.4141
H  -8.8809  -9.2326  17.8403
H  -8.4710  -10.5967  18.8450
H  -8.1597  -10.9427  16.2444
H  -10.0690  -13.2244  16.2978
H  -9.8744  -12.7588  18.0200
H  -6.6255  -12.5980  17.2122
H  -6.4708  -14.0970  17.9678
H  -7.4139  -12.9642  18.7972
H  -10.0736  -9.7416  15.6996
H  -11.0197  -10.9156  16.1349
C  -2.8353  -10.4151  24.7484
C  -3.2302  -11.8486  24.5090
C  -2.8586  -12.8291  25.6291
O  -1.4377  -13.0302  25.5384
C  -0.8678  -14.2840  26.0273
N  -4.6710  -11.9463  24.3701
H  -1.7506  -10.3076  24.7457
H  -3.3982  -10.0883  25.6228
H  -3.3638  -9.7982  24.0216
H  -2.9683  -12.1937  23.5088
H  -3.3616  -13.7961  25.6219
H  -3.0626  -12.4085  26.6138
H  0.2200  -14.2975  26.0946
H  -1.3233  -15.1144  25.4877
H  -1.0892  -14.3416  27.0930
H  -4.7459  -11.2910  23.6052
H  -4.8746  -12.8833  24.0530
C  -2.4522  -10.3661  20.7691
C  -2.7712  -8.8424  20.6955
C  -1.7835  -7.9496  21.4112
O  -0.5574  -8.4134  20.9007
C  0.6190  -7.8196  21.4034
N  -3.1027  -8.4441  19.3801
H  -3.2291  -11.0002  20.3420
H  -2.2374  -10.6722  21.7930
H  -1.5835  -10.5609  20.1401
H  -3.7694  -8.7614  21.1260
H  -1.7833  -8.0902  22.4921
H  -2.0699  -6.9359  21.1310
H  0.7593  -8.3244  22.3592
H  0.2680  -6.7894  21.4635
H  1.4728  -8.0451  20.7645
H  -3.6018  -7.5664  19.3556
H  -3.8360  -9.0981  19.1462

Calculated values
ΔE to the lowest compared entry with this formula, charge and spin = 10.6 kcal per mole
Molar mass = 1078.77 Da
Gap between HOMO and LUMO (alpha / beta) = 0.1053 / 0.2209 Eh
Lowest unoccupied orbital energy (alpha / beta) = -0.042 / -0.047 Eh
Maximum force = 5.624 eV/Å
HOMO level (alpha / beta) = -4.01 / -7.30 eV
2S+1 = 2

Mulliken population analysis, charges in e, atoms 1 to 8: atom 1 (Sr): 1.43, atom 2 (As): 1.99, atom 3 (F): -0.76, atom 4 (F): -0.73, atom 5 (F): -1.10, atom 6 (F): -0.56, atom 7 (F): -0.24, atom 8 (F): -0.71

---

| no. | calculated total energy (eV) |
| --- | --- |
| 1 | -94753.94540 |
| 2 | -148749.90085 |